[1]
19
Properties=species:S:1:pos:R:3:nbo_charge:R:1 method="wB97M-V/def2-TZVPD" e_tot_ev=-12981.5734 spin_multiplicity=1 orbital_gap_ev=8.30 e_homo_ev=-4.8 total_charge=-1 e_above_lowest_kcal_mol=23.80 lumo_ev=3.52
C 0.98107 -0.93511 -0.34164 -0.199
C 0.93977 0.33070 -1.24830 -0.461
C 1.16588 1.62745 -0.50938 -0.135
C 2.12920 2.48897 -0.82212 -0.447
N 0.26249 -0.83882 0.88539 -0.693
C -1.15240 -0.91074 0.92524 0.868
O -1.68059 -1.40900 -0.10138 -0.818
O -1.71784 -0.45511 1.95039 -0.813
H 0.57801 -1.76127 -0.92667 0.223
H 2.03692 -1.17300 -0.16827 0.165
H -0.04684 0.42636 -1.71661 0.229
H 1.72060 0.22109 -2.00879 0.185
H 0.68672 1.66069 0.46761 0.202
H 2.21702 3.47754 -0.37570 0.186
H 2.63544 2.39799 -1.77551 0.173
H 0.61968 -0.19323 1.57164 0.366
H -3.70409 -2.09164 0.76296 0.482
H -3.46535 -1.17282 1.92210 0.504
O -4.20568 -1.69006 1.50904 -1.019

=====

[2]
89
Properties=species:S:1:pos:R:3:lowdin_charge:R:1 method="wB97M-V/def2-TZVPD" e_tot_ev=-110533.3896 spin_multiplicity=3 orbital_gap_ev="3.85 / 4.87" e_homo_ev="-0.1 / -1.2" total_charge=-2 e_above_lowest_kcal_mol=17.85 lumo_ev="3.70 / 3.70"
Ti 0.26327 -1.22042 0.74059 0.967
N 1.20537 -1.09579 5.91657 -0.005
C 1.00717 -1.63642 4.61748 -0.973
S 2.27634 -2.63011 4.02729 0.471
N -0.14661 -1.28335 4.13315 -0.081
N -0.49198 -1.60972 2.81006 -0.082
C -1.72247 -2.08034 2.77322 -0.136
C -2.45284 -2.23852 1.58062 -0.283
C -3.81095 -2.64684 1.58916 -0.070
C -4.53854 -2.67568 0.43617 -0.124
C -3.89764 -2.30199 -0.78761 -0.108
C -2.57415 -1.95614 -0.73291 -0.206
N -1.82393 -1.91872 0.38366 -0.017
H 2.18942 -1.04213 6.12014 0.023
H 0.71809 -0.21506 6.02683 0.051
H -2.20417 -2.31704 3.71688 0.107
H -4.25859 -2.92157 2.53904 0.098
H -5.57783 -2.98690 0.44957 0.078
H -4.41741 -2.30672 -1.73844 0.081
H -2.04131 -1.70822 -1.64441 0.083
C 3.19964 1.06993 3.53239 -0.184
Si 1.84561 1.41066 2.26580 0.387
C 2.20165 3.15162 1.60287 -0.165
C 0.25945 1.68503 3.22607 -0.168
N 1.74087 0.19305 1.05045 -0.155
C 2.52067 0.31244 -0.10343 -0.326
C 3.75292 0.97437 -0.12857 -0.093
C 4.46920 1.21302 -1.30497 -0.149
C 3.94818 0.77302 -2.50703 -0.153
C 2.75584 0.04251 -2.50318 -0.091
C 2.05635 -0.27908 -1.33134 -0.336
N 0.94722 -1.11876 -1.29186 -0.145
Si 0.75127 -2.35636 -2.47106 0.384
C 2.37838 -3.01556 -3.18052 -0.172
C -0.14217 -3.87951 -1.85891 -0.164
C -0.20554 -1.75503 -4.00506 -0.194
H 2.92018 1.44580 4.52427 0.016
H 4.14261 1.55135 3.24394 0.014
H 3.36465 -0.00973 3.61868 -0.016
H 2.45508 3.77885 2.46964 0.025
H 1.31715 3.58584 1.13955 -0.001
H 3.02377 3.20470 0.88468 0.012
H 0.47702 2.47477 3.95942 0.028
H -0.08104 0.79052 3.75361 -0.005
H -0.55236 2.04691 2.58743 -0.003
H 4.17072 1.30759 0.81732 0.081
H 5.41817 1.73976 -1.26540 0.077
H 4.46319 0.96466 -3.44406 0.075
H 2.36242 -0.31569 -3.45061 0.072
H 3.19939 -2.92362 -2.46331 0.023
H 2.68605 -2.51146 -4.10287 0.016
H 2.23816 -4.08098 -3.39861 0.025
H 0.57264 -4.55747 -1.38308 0.020
H -0.59484 -4.38312 -2.72529 0.032
H -0.91756 -3.68961 -1.12107 0.008
H 0.08415 -0.73032 -4.26983 0.011
H -1.29213 -1.78265 -3.86187 0.007
H 0.03256 -2.39967 -4.86135 0.018
C 3.49257 -2.91265 0.63277 -0.013
C 2.18407 -3.66459 0.65529 -0.673
O 2.12404 -4.86033 0.40906 0.012
O 1.13553 -2.91177 0.84143 -0.207
H 4.32711 -3.60995 0.68899 0.075
H 3.52148 -2.19973 1.45586 0.040
H 3.55490 -2.34355 -0.29909 0.065
O -0.87358 0.71745 0.25175 -0.549
S -2.21539 1.35096 0.31112 1.053
C -1.89745 3.11792 0.21697 -0.369
C -0.85868 3.56413 -0.57409 -0.063
C -0.64829 4.93139 -0.68103 -0.069
C -1.46591 5.81767 0.00675 -0.094
C -2.49066 5.35149 0.81108 -0.088
C -2.70965 3.98047 0.92171 -0.083
C -2.91285 1.28816 -1.34541 -0.372
C -4.25916 1.55104 -1.49587 -0.084
C -4.80358 1.54504 -2.77390 -0.090
C -3.99042 1.27434 -3.86253 -0.093
C -2.64307 0.99596 -3.68574 -0.066
C -2.08698 0.99406 -2.41057 -0.065
H -0.21103 2.84720 -1.07138 0.127
H 0.17149 5.29774 -1.28482 0.108
H -1.28821 6.88318 -0.07449 0.097
H -3.11210 6.04404 1.36388 0.097
H -3.49448 3.59096 1.56065 0.109
H -4.88337 1.73777 -0.62818 0.111
H -5.85989 1.73769 -2.91185 0.096
H -4.41265 1.26430 -4.86045 0.096
H -2.02055 0.75473 -4.53544 0.098
H -1.04397 0.72878 -2.23238 0.111

=====

[3]
127
Properties=species:S:1:pos:R:3:lowdin_charge:R:1 method="wB97M-V/def2-TZVPD" e_tot_ev=-102380.9824 spin_multiplicity=1 orbital_gap_ev=7.78 e_homo_ev=-10.3 total_charge=+1 lumo_ev=-2.55
C 1.21586 -0.94975 -1.00450 -0.064
C 0.31705 -0.42526 -2.14605 -0.538
C 0.63963 1.07899 -2.34392 -0.058
C 0.62227 -1.14262 -3.47637 -0.049
C -1.18144 -0.44216 -1.77674 -0.111
C -1.88268 -1.73785 -1.27109 -0.448
C -3.29116 -1.80813 -1.91371 -0.023
C -1.16567 -3.02579 -1.67207 -0.043
C -2.11659 -1.69947 0.23978 -0.158
C -2.60207 -0.54188 0.85401 -0.016
C -2.86408 -0.47911 2.21182 -0.001
C -2.62686 -1.59614 3.00046 -0.292
O -2.82710 -1.56691 4.37334 -0.049
C -1.94977 -0.69502 5.05360 -0.185
C -2.65901 0.57069 5.52381 -0.143
O -2.05840 1.04852 6.73678 -0.147
C -1.77909 2.42493 6.77146 -0.255
C -0.40619 2.76867 6.20685 -0.301
S 0.90914 2.01463 7.18570 1.229
C 2.37087 2.94892 6.64811 -0.309
C 3.07196 2.42441 5.39959 -0.247
C 3.77703 3.51656 4.59984 -0.252
C 4.56917 2.86515 3.45094 -0.442
S 3.53261 2.84818 1.97126 1.040
C 3.89705 1.27293 1.34065 -0.684
N 3.25391 0.70878 0.37551 0.051
N 3.86116 -0.53638 0.20067 0.076
C 4.80254 -0.60199 1.06492 -0.156
O 4.89539 0.51353 1.84485 0.027
C 1.00345 0.32010 6.45358 -0.369
O 2.20516 -0.27634 6.73806 -0.099
C 2.94018 -0.84182 5.63242 -0.230
O 2.82096 -2.20258 5.58803 -0.053
C 1.55293 -2.71406 5.19720 -0.144
C 1.20884 -2.50468 3.72452 -0.226
O 2.28791 -2.83753 2.87590 -0.027
C -2.16858 -2.75877 2.41969 -0.012
C -1.92536 -2.80946 1.05555 -0.016
H 0.70444 -0.93168 -0.04078 0.082
H 2.11429 -0.33609 -0.91939 0.014
H 1.56772 -1.96137 -1.19996 0.072
H 0.80062 1.57153 -1.38347 0.073
H 1.51669 1.21937 -2.97279 0.080
H -0.19304 1.58930 -2.83637 0.076
H -0.25444 -1.06512 -4.11861 0.059
H 0.84906 -2.19689 -3.34027 0.069
H 1.44825 -0.66609 -3.99853 0.075
H -1.72815 -0.08986 -2.65547 0.110
H -1.29508 0.34203 -1.03003 0.098
H -3.81202 -0.85874 -1.78525 0.085
H -3.87782 -2.60840 -1.46351 0.083
H -3.18285 -1.99057 -2.98330 0.091
H -1.79369 -3.88173 -1.41149 0.066
H -1.01064 -3.06160 -2.74536 0.083
H -0.21530 -3.15870 -1.15859 0.080
H -2.81044 0.34137 0.26787 0.114
H -3.25051 0.43309 2.64919 0.111
H -1.60851 -1.22265 5.94751 0.126
H -1.10516 -0.46320 4.39890 0.112
H -3.70069 0.31096 5.71180 0.143
H -2.62022 1.35404 4.76399 0.119
H -1.83093 2.74006 7.81451 0.134
H -2.52316 2.99885 6.21556 0.138
H -0.30009 2.46789 5.16291 0.112
H -0.22998 3.84283 6.27061 0.107
H 3.02363 2.95101 7.51822 0.104
H 1.99718 3.96197 6.49989 0.097
H 2.34053 1.96162 4.73534 0.104
H 3.79993 1.67787 5.70586 0.109
H 4.42812 4.13183 5.21829 0.124
H 3.00172 4.15691 4.17285 0.099
H 5.50177 3.39154 3.26390 0.089
H 4.81715 1.83966 3.71020 0.071
H 5.49016 -1.41542 1.22526 0.144
H 0.77543 0.38410 5.38722 0.098
H 0.17344 -0.16391 6.96750 0.099
H 2.59844 -0.36542 4.70454 0.126
H 3.99130 -0.61927 5.79721 0.146
H 0.75834 -2.28982 5.82100 0.113
H 1.59206 -3.77726 5.41952 0.139
H 0.87246 -1.47725 3.53884 0.108
H 0.36461 -3.14999 3.48307 0.112
H 2.63638 -2.04672 2.46038 0.065
H -2.00494 -3.62617 3.04734 0.121
H -1.57762 -3.74821 0.65190 0.096
C -2.30749 4.78823 -7.07183 -0.059
C -3.17238 3.87396 -6.48424 -0.064
C -2.72657 2.60248 -6.16081 -0.005
C -1.41177 2.27672 -6.43639 -0.148
C -0.53370 3.16881 -7.02336 0.002
C -0.99064 4.43764 -7.34327 -0.056
N -0.92641 0.93232 -6.08550 -0.339
O -1.71879 0.15916 -5.58202 0.061
O 0.23593 0.67039 -6.31523 0.080
H -2.65921 5.78088 -7.31948 0.111
H -4.19709 4.14964 -6.27684 0.108
H -3.38419 1.87707 -5.70649 0.118
H 0.48652 2.87625 -7.22411 0.117
H -0.31887 5.15020 -7.79972 0.070
C -4.26981 -8.49566 3.56639 -0.068
C -3.15796 -8.42136 2.73731 -0.064
C -3.08993 -7.45137 1.75026 -0.003
C -4.14733 -6.57033 1.61891 -0.148
C -5.26556 -6.62552 2.42951 0.000
C -5.32112 -7.60154 3.41125 -0.062
N -4.07833 -5.53017 0.57993 -0.338
O -3.09016 -5.50398 -0.12850 0.056
O -5.00060 -4.74875 0.49653 0.088
H -4.31850 -9.25557 4.33469 0.108
H -2.34316 -9.12196 2.85582 0.109
H -2.23715 -7.38214 1.09205 0.119
H -6.07293 -5.92232 2.29270 0.120
H -6.18787 -7.66444 4.05422 0.109
C 3.80606 3.38137 -10.97293 -0.066
C 4.66350 4.38644 -10.54559 -0.061
C 4.17010 5.46547 -9.83036 -0.001
C 2.81610 5.51064 -9.55665 -0.144
C 1.94147 4.52507 -9.97657 -0.005
C 2.44803 3.45199 -10.69114 -0.059
N 2.29122 6.64817 -8.78105 -0.342
O 3.06905 7.51247 -8.44616 0.092
O 1.10320 6.64945 -8.51376 0.052
H 4.19725 2.53997 -11.52870 0.109
H 5.71989 4.33086 -10.76795 0.110
H 4.82154 6.25582 -9.49005 0.120
H 0.88742 4.59549 -9.75491 0.108
H 1.78073 2.67119 -11.02845 0.111

=====

[4]
73
Properties=species:S:1:pos:R:3:lowdin_charge:R:1 method="wB97M-V/def2-TZVPD" e_tot_ev=-51090.8768 spin_multiplicity=1 orbital_gap_ev=6.86 e_homo_ev=-12.7 total_charge=+2 e_above_lowest_kcal_mol=2.86 lumo_ev=-5.88
Hf 0.09463 0.32997 -0.20828 1.721
C 2.98562 1.67918 0.39487 -0.137
C 3.05539 1.84477 -1.12109 -0.094
C 2.89259 0.57562 -1.92699 -0.251
C 3.66082 0.35989 -3.05870 0.016
C 3.45892 -0.77323 -3.83029 -0.004
C 2.49954 -1.69285 -3.43921 -0.013
C 1.79559 -1.42714 -2.28658 -0.122
N 1.96869 -0.32365 -1.53968 0.005
N 1.58993 1.72703 0.94985 -0.242
C 1.57277 1.12070 2.31814 -0.103
C 1.82324 -0.37015 2.28348 -0.262
C 2.37067 -1.01421 3.37200 0.021
C 2.47203 -2.39808 3.34752 0.001
C 2.03174 -3.09097 2.23300 -0.007
C 1.50583 -2.37410 1.17707 -0.085
N 1.40383 -1.03949 1.19477 -0.005
C 1.12059 3.14215 1.02932 -0.087
C -0.37764 3.27524 0.91487 -0.232
C -1.03078 4.42060 1.33532 0.017
C -2.39360 4.51923 1.12425 0.000
C -3.06546 3.47168 0.50480 -0.006
C -2.34934 2.36254 0.12669 -0.077
N -1.02275 2.26617 0.32459 -0.010
H 3.56151 2.46154 0.89336 0.141
H 3.41438 0.72160 0.68647 0.131
H 4.02309 2.27885 -1.36948 0.133
H 2.31857 2.58133 -1.46150 0.124
H 4.41278 1.08796 -3.33389 0.131
H 4.04800 -0.93712 -4.72344 0.129
H 2.30182 -2.59668 -3.99758 0.127
H 1.05159 -2.13308 -1.93662 0.105
H 0.58299 1.29471 2.74910 0.139
H 2.30202 1.62519 2.95586 0.145
H 2.70590 -0.43995 4.22567 0.134
H 2.89202 -2.92741 4.19290 0.131
H 2.08733 -4.16864 2.17479 0.127
H 1.14397 -2.87937 0.29063 0.115
H 1.58123 3.68789 0.20512 0.138
H 1.49342 3.59291 1.95162 0.145
H -0.48267 5.21966 1.81774 0.134
H -2.93275 5.40232 1.44203 0.131
H -4.13044 3.51099 0.32574 0.127
H -2.83406 1.51608 -0.34242 0.128
O -3.47913 -3.75238 1.24429 0.086
C -3.26416 -3.04138 2.36370 -0.253
C -3.85236 -3.52096 3.53523 0.008
C -3.65936 -2.85815 4.72499 -0.046
C -2.87475 -1.69946 4.79649 -0.071
C -2.29436 -1.22474 3.64642 -0.030
C -2.47646 -1.87750 2.41352 -0.090
C -1.84044 -1.32406 1.22798 -0.392
O -1.12331 -0.21962 1.35933 -0.204
N -1.99727 -1.87952 0.05527 0.077
N -1.33456 -1.11616 -0.94072 -0.107
C -1.70824 -1.31349 -2.16775 -0.021
C -1.25019 -0.56474 -3.30775 -0.152
C -1.61790 -1.04250 -4.58153 -0.015
C -1.24993 -0.36857 -5.72065 -0.052
C -0.53422 0.82799 -5.60022 -0.031
C -0.18502 1.34186 -4.36460 0.004
C -0.53088 0.64759 -3.21386 -0.312
O -0.21257 1.13024 -2.00704 -0.224
H -3.02458 -3.31089 0.50396 0.065
H -4.45577 -4.41677 3.47434 0.130
H -4.12716 -3.24513 5.62185 0.118
H -2.73675 -1.18802 5.73895 0.108
H -1.69412 -0.32513 3.67268 0.105
H -2.44857 -2.09468 -2.32957 0.150
H -2.19257 -1.95928 -4.65027 0.126
H -1.52672 -0.74808 -6.69404 0.118
H -0.25853 1.37370 -6.49435 0.121
H 0.34634 2.28013 -4.27246 0.125

=====

Copy entry 1 word for word.
19
Properties=species:S:1:pos:R:3:nbo_charge:R:1 method="wB97M-V/def2-TZVPD" e_tot_ev=-12981.5734 spin_multiplicity=1 orbital_gap_ev=8.30 e_homo_ev=-4.8 total_charge=-1 e_above_lowest_kcal_mol=23.80 lumo_ev=3.52
C 0.98107 -0.93511 -0.34164 -0.199
C 0.93977 0.33070 -1.24830 -0.461
C 1.16588 1.62745 -0.50938 -0.135
C 2.12920 2.48897 -0.82212 -0.447
N 0.26249 -0.83882 0.88539 -0.693
C -1.15240 -0.91074 0.92524 0.868
O -1.68059 -1.40900 -0.10138 -0.818
O -1.71784 -0.45511 1.95039 -0.813
H 0.57801 -1.76127 -0.92667 0.223
H 2.03692 -1.17300 -0.16827 0.165
H -0.04684 0.42636 -1.71661 0.229
H 1.72060 0.22109 -2.00879 0.185
H 0.68672 1.66069 0.46761 0.202
H 2.21702 3.47754 -0.37570 0.186
H 2.63544 2.39799 -1.77551 0.173
H 0.61968 -0.19323 1.57164 0.366
H -3.70409 -2.09164 0.76296 0.482
H -3.46535 -1.17282 1.92210 0.504
O -4.20568 -1.69006 1.50904 -1.019